{"formula": "C18H13BrN6O4", "method": "ωB97M-V/def2-TZVPD", "e_above_lowest_kcal_mol": 60.4, "max_force_ha_per_bohr": 0.120, "smiles": "O=c1[nH]c2ncc(Nc3nc(Nc4ccc5c(c4)OCCO5)ncc3Br)cc2o1", "energy_ev": -106047.4653, "species": ["O", "C", "N", "C", "N", "C", "C", "N", "C", "N", "C", "N", "C", "C", "C", "C", "C", "C", "O", "C", "C", "O", "N", "C", "C", "Br", "C", "C", "O", "H", "H", "H", "H", "H", "H", "H", "H", "H", "H", "H", "H", "H"], "coordinates": [[7.791133, -0.088351, -5.116233], [7.359883, -0.048881, -3.910788], [7.744901, -0.839349, -2.825321], [6.748929, -0.850690, -1.902092], [6.711582, -1.777970, -0.945553], [5.496198, -1.741987, -0.276803], [4.339530, -0.937189, -0.668384], [3.028603, -1.050148, 0.022365], [1.919720, -0.248702, 0.241876], [0.732528, -0.852793, 0.133842], [-0.340222, -0.202559, 0.668623], [-1.569806, -0.714039, 0.333791], [-2.868024, -0.516004, 0.692777], [-3.761812, -1.586405, 0.311833], [-5.170711, -1.356587, 0.350551], [-5.624302, -0.214073, 0.981496], [-4.775057, 0.781675, 1.359983], [-3.427798, 0.679909, 1.151457], [-5.202874, 1.945193, 1.984838], [-6.542097, 2.022917, 2.289670], [-7.397062, 1.334039, 1.278813], [-6.944167, -0.021695, 1.083446], [-0.255403, 0.956758, 1.321267], [0.991128, 1.490606, 1.399890], [2.094413, 0.948514, 0.874287], [3.851268, 1.872851, 1.021686], [4.585239, 0.103595, -1.643282], [5.775285, 0.028945, -2.380320], [6.170819, 0.669053, -3.543709], [8.244687, -1.658946, -2.992356], [5.093741, -2.562638, 0.387593], [2.592388, -2.008589, -0.007704], [-1.500520, -1.600907, -0.139246], [-3.401038, -2.369952, -0.190286], [-5.781921, -2.087142, -0.018299], [-2.686246, 1.418024, 1.443984], [-6.811152, 1.741307, 3.361024], [-6.580975, 3.108011, 2.197717], [-7.261545, 1.789890, 0.267393], [-8.354404, 1.250934, 1.607205], [1.145921, 2.417714, 1.827852], [3.839238, 0.775662, -2.034881]], "forces_ev_per_angstrom": [[-1.706, 0.661, 5.914], [0.687, -0.750, -5.071], [-0.003, 2.330, -1.701], [-0.491, -1.170, 0.228], [-2.877, 1.335, 0.808], [-2.711, -0.482, -1.058], [1.245, 1.794, 0.213], [0.638, -2.997, -1.309], [1.050, -1.629, 0.205], [-0.088, 0.437, 0.249], [0.443, 0.944, -0.748], [2.254, -1.244, -0.194], [-3.410, -0.405, -0.433], [-2.221, 5.038, 1.763], [4.158, 0.967, 1.435], [-0.574, -0.135, -0.911], [0.781, 1.340, 1.068], [2.268, -0.861, 0.313], [1.949, -1.772, -0.679], [-0.818, 1.450, 1.263], [3.464, -0.536, -2.086], [-1.944, -0.230, 0.698], [0.627, 0.256, 0.251], [-1.827, -0.632, -0.438], [1.717, 1.476, -0.420], [-1.667, -0.785, 0.060], [0.200, -1.290, -0.997], [-1.149, 0.061, 2.420], [1.489, -1.552, 0.631], [1.267, -1.226, -0.406], [1.691, 0.732, -0.335], [1.276, 1.030, -0.336], [0.582, 0.029, -0.115], [1.354, -3.177, -1.675], [-1.811, -1.568, -0.781], [-0.585, 0.364, 0.017], [0.564, -0.038, -1.227], [-1.465, 0.189, 0.363], [-0.526, 0.175, 0.808], [-2.906, -0.014, 0.556], [-0.459, 1.847, 1.316], [-0.467, 0.035, 0.339]]}

***

{"formula": "C18H13Cl2N3O2S", "method": "ωB97M-V/def2-TZVPD", "max_force_ha_per_bohr": 0.024, "smiles": "O=S(=O)(/N=C(\\Nc1ccccn1)c1ccc(Cl)cc1)c1ccc(Cl)cc1", "energy_ev": -63322.6334, "species": ["O", "S", "O", "N", "C", "N", "C", "C", "C", "C", "C", "N", "C", "C", "C", "C", "Cl", "C", "C", "C", "C", "C", "C", "Cl", "C", "C", "H", "H", "H", "H", "H", "H", "H", "H", "H", "H", "H", "H", "H"], "coordinates": [[-2.012534, -0.476864, 3.216903], [-1.661143, -0.855718, 1.885078], [-1.472215, -2.266765, 1.611213], [-0.355758, 0.046834, 1.426168], [0.661822, -0.395021, 0.781039], [0.837714, -1.684081, 0.425672], [1.761341, -2.247283, -0.446312], [2.323279, -1.553376, -1.521914], [3.217627, -2.226681, -2.332634], [3.511572, -3.557077, -2.066906], [2.868219, -4.161469, -0.999180], [2.018572, -3.528011, -0.212375], [1.725024, 0.594040, 0.492511], [1.389060, 1.854511, 0.008921], [2.369928, 2.799784, -0.223700], [3.693949, 2.488452, 0.050214], [4.923456, 3.661880, -0.240820], [4.040563, 1.246645, 0.563252], [3.055961, 0.302476, 0.782282], [-2.879130, -0.200775, 0.749152], [-3.232971, -0.926246, -0.371031], [-4.139398, -0.392816, -1.271727], [-4.668311, 0.867851, -1.030229], [-5.795202, 1.539174, -2.148645], [-4.308885, 1.597991, 0.095695], [-3.404140, 1.054281, 0.990466], [0.166509, -2.334984, 0.847391], [2.053388, -0.529606, -1.722865], [3.671385, -1.720330, -3.171821], [4.205547, -4.109060, -2.679744], [3.034805, -5.201833, -0.754652], [0.352074, 2.078976, -0.185044], [2.114071, 3.773877, -0.609606], [5.071484, 1.025496, 0.790148], [3.320312, -0.660523, 1.192139], [-2.807316, -1.906778, -0.516376], [-4.436592, -0.944422, -2.149692], [-4.736084, 2.573930, 0.264296], [-3.101918, 1.579603, 1.881766]], "forces_ev_per_angstrom": [[-0.023, 0.163, -0.095], [0.185, 0.326, -0.396], [-0.235, 0.041, -0.104], [-0.992, 0.310, 0.707], [0.284, -0.387, -0.249], [-0.351, -0.176, 0.402], [0.537, -0.170, -0.673], [-0.094, -0.143, 0.014], [-0.049, -0.095, 0.137], [-0.020, 0.048, 0.017], [0.240, -0.064, -0.308], [-0.392, 0.251, 0.472], [0.296, 0.304, 0.053], [0.000, -0.291, 0.063], [0.127, 0.036, -0.024], [-0.244, -0.208, 0.041], [0.147, 0.143, -0.032], [0.030, 0.069, -0.008], [-0.196, 0.091, -0.010], [0.423, -0.317, 0.343], [0.011, -0.128, -0.009], [-0.040, 0.128, 0.031], [0.221, -0.164, 0.178], [-0.158, 0.097, -0.154], [0.025, -0.068, -0.028], [-0.069, 0.071, 0.056], [0.265, 0.075, -0.173], [-0.001, 0.039, -0.051], [0.026, 0.043, -0.056], [0.056, -0.077, -0.041], [0.072, -0.094, -0.058], [-0.118, 0.064, -0.009], [-0.002, 0.085, -0.033], [0.092, 0.006, 0.021], [0.043, -0.099, 0.022], [0.008, -0.116, -0.084], [-0.034, -0.031, -0.065], [-0.038, 0.070, 0.007], [-0.031, 0.166, 0.097]]}